Record 1
A cluster of 2 separate species, C7H14O in total at a distorted geometry. Source: the Open Molecules 2025 dataset; level of theory: ωB97M-V/def2-TZVPD.

ΔE to the lowest compared entry with this formula, charge and spin = 234.2 kJ/mol
HOMO = -9.36 eV
SMILES = C=C/C=C/CCC.O
LUMO level = 0.84 eV

Positions of all 22 atoms, in Å:
C -0.558 -1.795 -1.924
C 0.339 -2.172 -0.775
C -0.248 -2.003 0.641
C -0.655 -0.621 1.025
C 0.115 0.278 1.620
C -0.210 1.589 2.178
C -0.149 2.641 1.354
H -1.396 -2.501 -1.961
H -0.113 -1.997 -2.916
H -1.010 -0.782 -2.075
H 1.181 -1.435 -0.831
H 0.719 -3.184 -0.840
H 0.492 -2.357 1.435
H -1.139 -2.635 0.825
H -1.710 -0.355 1.015
H 1.185 0.033 1.691
H -0.407 1.877 3.206
H -0.147 2.538 0.254
H -0.166 3.660 1.664
H 1.734 2.782 -2.528
H 0.619 3.305 -1.399
O 1.522 3.134 -1.659

=====

Record 2
An isolated molecule of C7H14O2 at a distorted geometry. Source: the Open Molecules 2025 dataset; level of theory: ωB97M-V/def2-TZVPD.

ΔE to the lowest compared entry with this formula, charge and spin = 121.1 kJ/mol
HOMO = -9.69 eV
SMILES = C=C[C@](C)(O)[C@@H](C)CO
LUMO level = 0.75 eV

Positions of all 23 atoms, in Å:
C -0.171 -0.516 -0.293
C 0.373 0.771 0.397
C 1.844 1.127 0.070
C -0.063 -0.443 -1.826
C 0.209 0.731 1.929
C -1.589 -0.828 0.148
C -2.714 -0.310 -0.363
O 0.629 -1.630 0.135
O 2.648 0.035 -0.349
H 0.271 -2.422 -0.306
H 2.266 -0.777 0.046
H -0.235 1.624 0.062
H 1.869 1.874 -0.730
H 2.345 1.580 0.933
H -1.686 -1.518 0.986
H 0.975 -0.514 -2.166
H -0.580 -1.292 -2.293
H -0.495 0.480 -2.225
H -0.844 0.653 2.217
H 0.584 1.655 2.383
H 0.752 -0.110 2.372
H -3.683 -0.586 0.043
H -2.703 0.416 -1.170

=====

Record 3
An isolated molecule of C7H14O2Si at a distorted geometry. Source: the Open Molecules 2025 dataset; level of theory: ωB97M-V/def2-TZVPD.

ΔE to the lowest compared entry with this formula, charge and spin = 459.7 kJ/mol
HOMO = -9.35 eV
SMILES = C=C(C(=O)OC)C(C)(C)[SiH3]
LUMO level = 0.47 eV

Positions of all 24 atoms, in Å:
C 0.506 -2.113 0.047
C 0.280 -0.795 -0.065
C 1.429 0.147 0.021
C -1.794 -0.176 -1.374
C -2.160 -0.910 1.051
C 3.701 0.537 -0.190
C -1.326 -0.113 0.032
O 1.257 1.356 0.127
O 2.574 -0.387 -0.150
Si -1.116 1.867 0.426
H -0.046 -2.993 0.296
H 1.507 -2.361 -0.121
H -2.667 0.406 -1.417
H -1.007 0.374 -1.997
H -1.950 -1.264 -1.563
H -2.945 -0.222 1.399
H -2.669 -1.744 0.461
H -1.427 -1.183 1.799
H 4.046 0.575 -1.203
H 4.387 0.141 0.604
H 3.253 1.582 -0.023
H -2.584 2.384 0.398
H -0.423 2.982 -0.370
H -0.825 1.913 1.810

=====

Record 4
A structure of composition C7H14O3 at a distorted geometry. Source: the Open Molecules 2025 dataset; level of theory: ωB97M-V/def2-TZVPD.

ΔE to the lowest compared entry with this formula, charge and spin = 312.4 kJ/mol
HOMO = -7.89 eV
LUMO level = 0.71 eV

Positions of all 24 atoms, in Å:
C 0.398 0.263 -0.133
C -2.114 0.948 0.111
C -0.849 -0.437 -0.193
C 0.827 0.749 1.231
C 0.715 1.229 -1.245
C 2.184 -2.242 0.422
C 1.408 -1.414 -0.588
O -2.940 1.045 -1.007
O -2.804 0.516 1.246
O 1.537 -1.657 -1.761
H -3.266 0.159 -1.216
H -3.565 1.095 1.406
H -1.709 1.957 0.254
H -1.118 -0.850 -1.160
H -1.054 -1.101 0.640
H 1.909 0.886 1.246
H 0.380 1.719 1.449
H 0.534 0.064 2.023
H 1.381 2.048 -0.975
H -0.159 1.649 -1.737
H 1.251 0.739 -2.061
H 2.832 -2.969 -0.071
H 1.468 -2.801 1.028
H 2.755 -1.596 1.090

=====

Record 5
A cluster of 2 separate species, C7H14OS3 in total at a distorted geometry. Source: the Open Molecules 2025 dataset; level of theory: ωB97M-V/def2-TZVPD.

ΔE to the lowest compared entry with this formula, charge and spin = 258.9 kJ/mol
HOMO (alpha / beta) = -7.15 / -7.15 eV
LUMO level (alpha / beta) = 0.46 / 0.46 eV

Positions of all 25 atoms, in Å:
C 2.270 0.011 0.538
C 2.441 0.785 -0.750
C 0.809 -0.002 1.024
C 1.545 0.091 -1.797
C -0.040 -0.661 -0.023
C -2.501 -0.109 1.716
C -2.187 0.237 0.326
O 0.295 -0.382 -1.363
S -0.186 -2.358 0.427
S -3.121 -0.619 -0.867
S -1.608 1.873 -0.032
H 2.595 -1.064 0.439
H 3.003 0.491 1.363
H 2.075 1.757 -0.588
H 3.438 0.806 -1.067
H 0.792 -0.353 2.049
H 0.490 1.052 0.841
H 1.228 0.909 -2.538
H 2.070 -0.702 -2.353
H -3.194 -0.950 1.684
H -2.978 0.686 2.193
H -1.545 -0.555 2.245
H -1.300 -2.605 -0.116
H -2.596 -0.256 -1.970
H -1.798 1.918 -1.379

=====

Record 6
A structure of composition C7H14PS3 at a distorted geometry. Source: the Open Molecules 2025 dataset; level of theory: ωB97M-V/def2-TZVPD.

ΔE to the lowest compared entry with this formula, charge and spin = 0.0 kJ/mol
HOMO = -13.17 eV
total charge = +1
LUMO level = -5.56 eV

Positions of all 25 atoms, in Å:
C -1.040 2.121 1.605
C 0.259 1.690 2.316
C -0.995 1.496 0.203
C 1.079 0.909 1.280
C -0.393 -2.812 -2.848
C 0.265 -3.176 -1.529
C -0.012 0.337 0.373
P 0.639 -0.269 -1.241
S -1.379 -1.302 -2.732
S 1.677 -2.065 -1.154
S 1.817 1.227 -2.019
H -1.909 1.758 2.152
H -1.119 3.204 1.541
H 0.819 2.545 2.685
H 0.033 1.051 3.169
H -1.972 1.164 -0.142
H -0.607 2.216 -0.521
H 1.722 1.595 0.724
H 1.703 0.139 1.733
H 0.340 -2.710 -3.651
H -1.100 -3.600 -3.119
H -0.446 -3.149 -0.705
H 0.713 -4.168 -1.585
H -0.503 -0.514 0.852
H 2.309 0.497 -3.024

=====

Record 7
A cluster of 2 separate species, C7H14S in total at a distorted geometry. Source: the Open Molecules 2025 dataset; level of theory: ωB97M-V/def2-TZVPD.

ΔE to the lowest compared entry with this formula, charge and spin = 288.3 kJ/mol
HOMO = -8.35 eV
SMILES = C=CCC.C=CSC
LUMO level = 0.90 eV

Positions of all 22 atoms, in Å:
C 2.941 -2.376 1.118
C 3.177 1.354 -0.544
C -0.995 0.827 -0.582
C 2.732 -1.199 0.521
C -4.342 0.200 0.329
C -2.183 -0.095 -0.630
C -3.050 0.033 0.506
S 3.572 0.346 0.874
H 2.105 -3.029 0.701
H 3.641 -2.708 1.891
H 4.047 1.555 -1.194
H 2.821 2.380 -0.195
H -0.015 0.470 -0.098
H -1.147 1.728 -0.067
H 1.941 -1.058 -0.103
H -4.938 0.320 1.256
H -4.752 0.225 -0.707
H 2.307 0.891 -1.082
H -1.680 -1.113 -0.492
H -0.673 1.191 -1.519
H -2.770 -0.206 -1.573
H -2.739 0.268 1.590

=====

Record 8
A cluster of 3 separate species, C7H15BBrN4O9 in total. Source: the Open Molecules 2025 dataset; level of theory: ωB97M-V/def2-TZVPD.

HOMO = -12.77 eV
total charge = +1
LUMO level = -5.65 eV

Positions of all 37 atoms, in Å:
O -2.738 3.083 2.024
B -1.536 3.305 1.445
O -1.275 4.364 0.658
O -0.500 2.310 1.629
C 0.691 2.544 2.052
N 1.810 2.219 1.383
N 2.832 2.530 2.133
N 2.389 3.044 3.240
N 1.042 3.066 3.242
Br 0.026 3.663 4.646
H -2.712 2.581 2.849
H -1.787 5.148 0.898
H 2.984 3.351 4.003
C 2.768 -4.585 -1.680
O 1.835 -3.497 -1.613
C 2.100 -2.603 -0.674
O 3.019 -2.626 0.102
O 1.162 -1.649 -0.723
C 1.342 -0.623 0.248
H 2.419 -5.221 -2.487
H 3.767 -4.217 -1.900
H 2.775 -5.138 -0.743
H 2.292 -0.115 0.100
H 1.298 -1.042 1.254
H 0.523 0.076 0.099
C -1.844 -2.904 -2.829
O -1.663 -1.482 -2.866
C -2.208 -0.830 -1.854
O -2.822 -1.306 -0.935
O -1.949 0.476 -2.007
C -2.503 1.294 -0.985
H -1.347 -3.285 -3.715
H -1.387 -3.322 -1.935
H -2.902 -3.154 -2.857
H -2.109 0.996 -0.012
H -3.590 1.236 -0.969
H -2.199 2.312 -1.223

=====

Record 9
An isolated molecule of C7H15BOS at a distorted geometry. Source: the Open Molecules 2025 dataset; level of theory: ωB97M-V/def2-TZVPD.

ΔE to the lowest compared entry with this formula, charge and spin = 307.0 kJ/mol
HOMO = -7.32 eV
LUMO level = -0.29 eV

Positions of all 25 atoms, in Å:
B -0.165 0.385 1.005
C 1.821 -1.033 -1.067
C 2.045 -0.053 0.102
C 1.387 -0.240 -2.383
C 1.145 -1.412 -3.422
C -1.359 1.063 3.183
C -2.595 1.107 1.146
C -1.450 0.302 1.869
O 1.080 0.133 1.115
S 0.099 0.962 -2.115
H 2.786 -1.550 -1.118
H 1.182 -1.742 -0.642
H 3.099 -0.265 0.489
H 2.246 1.028 -0.163
H 2.442 0.269 -2.695
H 1.625 -2.366 -3.114
H 1.523 -0.973 -4.279
H 0.150 -1.523 -3.357
H -2.297 1.107 3.588
H -0.733 1.949 2.964
H -0.695 0.585 3.814
H -2.219 1.896 0.544
H -3.105 0.508 0.436
H -3.261 1.720 1.909
H -1.874 -0.620 2.057

=====

- Number 7 is which compound?
  C7H14S